i.
# C8H16Br8

A cluster of 4 separate species, C8H16Br8 in total (wB97M-V/def2-TZVPD, the Open Molecules 2025 dataset).

```
32
Properties=species:S:1:pos:R:3:mulliken_charge:R:1
Br 0.256 0.661 -2.431 -0.14
C 0.379 0.681 -0.432 -0.06
C -0.636 1.619 0.150 -0.22
Br -0.462 2.027 2.144 -0.15
H 1.439 0.697 -0.178 0.11
H -0.015 -0.298 -0.161 0.02
H -1.667 1.273 0.226 0.47
H -0.778 2.539 -0.415 -0.15
Br 3.170 0.500 1.878 -0.10
C 4.090 -1.099 2.442 -0.55
C 3.581 -1.627 3.772 -0.62
Br 4.540 -3.310 4.191 -0.16
H 5.170 -0.974 2.523 0.38
H 3.867 -1.810 1.647 0.36
H 2.504 -1.791 3.822 0.39
H 3.804 -1.032 4.657 0.35
Br -2.819 4.080 0.682 -0.12
C -2.292 5.492 -0.616 -0.45
C -1.389 4.969 -1.728 -0.85
Br -2.258 3.500 -2.876 -0.11
H -1.789 6.285 -0.063 0.36
H -3.203 5.953 -0.999 0.35
H -0.430 4.613 -1.351 0.38
H -1.035 5.756 -2.393 0.47
Br -3.156 -6.664 -2.501 -0.16
C -1.763 -5.579 -1.593 -0.49
C -1.687 -4.148 -2.059 -0.63
Br -0.699 -2.938 -0.880 -0.10
H -0.819 -6.123 -1.614 0.36
H -2.138 -5.393 -0.587 0.30
H -2.648 -3.680 -2.270 0.40
H -1.116 -4.177 -2.987 0.35
```

The spin multiplicity is 1. As for the SMILES: BrCCBr.BrCCBr.BrCCBr.BrCCBr. The HOMO energy is -0.360 hartree. The calculation puts the LUMO energy at 0.30 eV.

ii.
# C8H16Br8

A cluster of 4 separate species, C8H16Br8 in total (wB97M-V/def2-TZVPD, the Open Molecules 2025 dataset).

```
32
Properties=species:S:1:pos:R:3:mulliken_charge:R:1
Br 1.798 -0.738 0.321 -0.15
C 1.691 1.214 0.295 -0.56
C 0.514 1.642 1.139 -0.36
Br 0.136 3.531 0.720 -0.13
H 1.584 1.496 -0.746 0.39
H 2.638 1.573 0.683 0.45
H 0.760 1.666 2.193 0.44
H -0.394 1.102 0.910 -0.06
Br -5.416 0.781 1.632 -0.17
C -4.493 -0.615 0.625 -0.62
C -3.063 -0.192 0.447 -0.49
Br -2.013 -1.721 -0.174 -0.11
H -5.022 -0.688 -0.318 0.34
H -4.608 -1.515 1.214 0.40
H -2.594 0.100 1.379 0.42
H -2.956 0.582 -0.306 0.18
Br -1.256 1.392 -1.925 -0.12
C -1.505 0.439 -3.604 -0.59
C -2.978 0.206 -3.850 -0.38
Br -3.193 -1.165 -5.233 -0.16
H -0.938 -0.485 -3.543 0.41
H -1.050 1.058 -4.372 0.39
H -3.471 1.099 -4.215 0.38
H -3.468 -0.207 -2.977 0.12
Br 6.086 -3.209 2.598 -0.14
C 4.937 -1.825 1.885 -0.53
C 4.591 -0.816 2.946 -0.23
Br 5.999 0.502 3.146 -0.13
H 4.046 -2.329 1.524 0.24
H 5.427 -1.368 1.031 0.40
H 4.487 -1.276 3.920 0.40
H 3.723 -0.234 2.655 -0.03
```

The spin multiplicity is 1. As for the SMILES: BrCCBr.BrCCBr.BrCCBr.BrCCBr. The HOMO energy is -0.373 hartree. The calculation puts the LUMO energy at 0.24 eV.

Last place for stability: i

i.
# C3H6FN

A cluster of 2 separate species, C3H6FN in total (wB97M-V/def2-TZVPD, the Open Molecules 2025 dataset).

```
11
Properties=species:S:1:pos:R:3:mulliken_charge:R:1
C -2.168 -2.287 -0.653 -0.62
C -1.167 -1.508 -0.274 0.17
C -0.196 -0.669 -0.027 -0.09
F -0.280 0.668 -0.368 -0.22
H -2.951 -2.407 0.103 0.24
H -2.082 -2.850 -1.598 0.25
H 0.820 -0.865 0.407 0.27
N 2.045 2.225 0.480 -0.62
H 2.087 3.051 -0.093 0.21
H 2.760 2.294 1.133 0.21
H 1.132 2.349 0.890 0.22
```

The spin multiplicity is 1. As for the SMILES: C=C=CF.N. The HOMO energy is -0.356 hartree. The calculation puts the LUMO energy at 0.98 eV.

ii.
# C3H6FN

An isolated molecule of C3H6FN (wB97M-V/def2-TZVPD, the Open Molecules 2025 dataset).

```
11
Properties=species:S:1:pos:R:3:mulliken_charge:R:1
C 0.915 1.375 0.064 -0.83
C 0.538 0.060 0.001 0.57
F 1.531 -0.910 -0.130 -0.28
C -0.825 -0.603 0.266 -0.58
N -1.974 0.082 -0.174 -0.54
H 1.969 1.589 -0.084 0.29
H 0.186 2.168 0.199 0.25
H -0.871 -0.877 1.324 0.30
H -0.862 -1.497 -0.272 0.34
H -1.946 0.367 -1.174 0.25
H -2.198 0.873 0.407 0.23
```

The spin multiplicity is 1. As for the SMILES: C=C(F)CN. The HOMO energy is -0.347 hartree. The calculation puts the LUMO energy at 0.99 eV.

Last place for stability: i

i.
# C6H11N4

The ion C6H11N4 with charge +1 (wB97M-V/def2-TZVPD, the Open Molecules 2025 dataset).

```
21
Properties=species:S:1:pos:R:3:mulliken_charge:R:1
C -2.271 0.026 -0.620 -0.27
C -0.922 1.147 0.753 -0.43
C -0.962 -1.176 0.680 -0.33
C 1.434 1.119 -0.371 -0.72
C 1.416 -1.059 -0.474 -0.62
C -0.995 0.079 -1.525 -0.30
N -1.783 -0.001 0.721 -0.29
N -0.036 0.716 -0.380 0.23
N -0.073 -0.708 -0.444 0.35
N 2.024 -0.001 0.351 -0.32
H -2.938 0.897 -0.765 0.34
H -2.724 -0.951 -0.930 0.28
H -1.362 2.071 0.638 0.30
H -0.380 1.273 1.639 0.33
H -0.276 -1.493 1.536 0.32
H -1.635 -2.017 0.416 0.30
H 1.597 1.159 -1.494 0.38
H 1.354 2.110 0.033 0.44
H 1.527 -2.065 -0.022 0.40
H 1.650 -1.143 -1.608 0.31
H 3.061 0.102 0.408 0.31
```

The spin multiplicity is 1. The HOMO energy is -0.495 hartree. As for the charge: +1. The calculation puts the LUMO energy at -2.58 eV.

ii.
# C6H11N4

A cluster of 2 separate species, C6H11N4 in total (wB97M-V/def2-TZVPD, the Open Molecules 2025 dataset).

```
21
Properties=species:S:1:pos:R:3:mulliken_charge:R:1
C -1.945 -0.293 -0.513 -0.72
C -1.344 -1.536 -0.529 0.64
C -0.851 0.615 -0.201 0.58
C 2.709 0.969 0.376 0.26
C -2.023 -2.854 -0.619 -1.06
C -0.790 2.150 -0.113 -1.15
N 1.938 0.612 -0.620 -0.32
N -0.048 -1.347 -0.236 -0.05
N 0.260 -0.108 -0.011 -0.09
N 3.905 1.559 0.118 -0.34
H -2.990 -0.002 -0.502 0.34
H 2.408 0.904 1.439 0.34
H -1.265 -3.507 -1.272 0.31
H -2.246 -3.354 0.337 0.29
H -2.976 -2.716 -1.086 0.33
H -0.340 2.562 -1.044 0.28
H -1.836 2.564 -0.099 0.34
H -0.126 2.426 0.649 0.33
H 0.721 -1.954 -0.246 0.20
H 4.338 2.030 0.853 0.24
H 4.246 1.894 -0.761 0.25
```

The spin multiplicity is 1. The HOMO energy (alpha / beta) is -0.502 / -0.502 hartree. As for the charge: +1. The calculation puts the LUMO energy (alpha / beta) at -5.01 / -5.01 eV.

iii.
# C6H11N4

The ion C6H11N4 with charge +1 (wB97M-V/def2-TZVPD, the Open Molecules 2025 dataset).

```
21
Properties=species:S:1:pos:R:3:mulliken_charge:R:1
C 2.995 0.964 0.650 -1.11
C 1.704 0.465 0.154 0.75
N 1.623 -0.349 -0.907 -0.28
N 0.625 0.854 0.805 -0.22
C -0.952 0.423 0.243 -0.34
N -1.898 1.357 0.467 0.23
N -3.148 0.908 0.123 -0.76
C -2.923 -0.303 -0.382 -0.39
C -1.593 -0.672 -0.237 1.13
C -1.183 -2.022 -0.477 -1.77
H 2.902 2.121 0.820 0.33
H 2.986 0.562 1.704 0.33
H 3.853 0.840 -0.017 0.37
H 2.364 -0.269 -1.495 0.23
H 0.732 -0.643 -1.303 0.16
H 0.607 1.720 1.376 0.32
H -1.615 2.294 0.657 0.20
H -3.646 -1.109 -0.517 0.42
H -1.623 -2.650 0.202 0.43
H -1.627 -2.351 -1.405 0.45
H -0.183 -2.142 -0.464 0.51
```

The spin multiplicity is 1. As for the SMILES: C/C(N)=[NH+]/c1[nH]ncc1C. The HOMO energy is -0.484 hartree. As for the charge: +1. The calculation puts the LUMO energy at -3.71 eV.

Last place for stability: i

i.
# C3H4N3

The ion C3H4N3 with charge +1 (wB97M-V/def2-TZVPD, the Open Molecules 2025 dataset).

```
10
Properties=species:S:1:pos:R:3:mulliken_charge:R:1
C 0.500 0.281 -0.424 -0.84
C 0.225 0.649 0.913 0.60
N 0.865 1.634 1.603 -0.12
N 0.079 1.925 2.500 0.09
N -0.827 1.010 2.858 -0.20
C -0.902 0.184 1.858 0.06
H 1.372 0.701 -0.915 0.34
H -0.428 0.191 -1.100 0.34
H 0.741 -0.796 -0.238 0.36
H -1.785 -0.701 1.420 0.36
```

The spin multiplicity is 1. As for the SMILES: CC1=NN=[N+]=C1. The HOMO energy (alpha / beta) is -0.626 / -0.609 hartree. As for the charge: +1. The calculation puts the LUMO energy (alpha / beta) at -9.32 / -9.20 eV.

ii.
# C3H4N3

The ion C3H4N3 with charge +1 (wB97M-V/def2-TZVPD, the Open Molecules 2025 dataset).

```
10
Properties=species:S:1:pos:R:3:mulliken_charge:R:1
C -0.472 -1.564 0.957 -0.44
C -0.289 -0.304 0.199 0.57
N -1.242 0.656 0.216 -0.12
N -0.812 1.676 -0.391 -0.26
C 0.428 1.436 -0.847 0.07
N 0.802 0.209 -0.484 -0.06
H 0.338 -2.274 1.042 0.28
H -1.436 -1.727 1.408 0.32
H 1.007 2.153 -1.400 0.41
H 1.675 -0.261 -0.700 0.22
```

The spin multiplicity is 1. As for the SMILES: C=C1N=NC=[NH+]1. The HOMO energy is -0.574 hartree. As for the charge: +1. The calculation puts the LUMO energy at -7.75 eV.

Last place for stability: i